# 1
Below is a structure of composition C23H28N7PtSb, with properties calculated with the ωB97M-V functional and the def2-TZVPD basis.

```
! RIJCOSX wB97M-V def2-TZVPD def2/J DEFGRID3
* xyz 2 1
Pt 0.7964 0.0659 -0.7350
C 3.8001 0.0245 -1.8786
C 2.7874 -0.0160 -2.9763
C 3.1602 -0.0579 -4.3155
C 2.1996 -0.0785 -5.3068
C 0.8551 -0.0580 -4.9502
C 0.5294 -0.0185 -3.6125
N 1.4807 0.0013 -2.6554
Sb -1.4734 0.0489 -2.8292
C -0.9702 -1.7714 -1.6420
C -1.8035 -2.8623 -1.7735
C -1.4378 -4.0721 -1.1849
C -0.2527 -4.1571 -0.4854
C 0.5610 -3.0326 -0.3555
C 1.8430 -3.0491 0.4086
N 0.1874 -1.8806 -0.9283
C -0.9090 1.8956 -1.7376
C -1.7190 2.9934 -1.9239
C -1.3179 4.2255 -1.4084
C -0.1179 4.3205 -0.7403
C 0.6767 3.1872 -0.5592
C 1.9911 3.2438 0.1440
N 0.2600 2.0106 -1.0480
H 4.7989 -0.1500 -2.2711
H 3.5861 -0.7260 -1.1175
H 3.7931 0.9987 -1.3879
H 4.2116 -0.0735 -4.5651
H 2.4906 -0.1100 -6.3484
H 0.0782 -0.0736 -5.7021
H -2.7257 -2.7809 -2.3344
H -2.0768 -4.9402 -1.2823
H 0.0610 -5.0884 -0.0347
H 2.1485 -4.0677 0.6348
H 1.7429 -2.5068 1.3512
H 2.6313 -2.5639 -0.1662
H -2.6505 2.9021 -2.4676
H -1.9403 5.1003 -1.5431
H 0.2271 5.2669 -0.3485
H 2.2767 4.2729 0.3455
H 2.7621 2.7854 -0.4758
H 1.9500 2.6970 1.0853
C -3.5820 -0.3481 3.3967
C -2.5907 -0.2556 4.5522
C -2.3047 1.1919 4.9361
C -1.3073 -1.0370 4.2677
N -0.5541 -0.4898 3.1274
C -0.7059 -0.6889 1.8262
N 0.1570 0.0997 1.2065
N 0.8418 0.7625 2.1603
N 0.4104 0.4251 3.3082
H -4.5336 0.0988 3.6805
H -3.7789 -1.3833 3.1073
H -3.2271 0.2039 2.5206
H -3.0246 -0.7656 5.4169
H -1.8898 1.7542 4.0957
H -1.6017 1.2595 5.7665
H -3.2269 1.6884 5.2349
H -1.5197 -2.0796 4.0320
H -0.6206 -0.9997 5.1109
H -1.4336 -1.3419 1.3753
*
```

Summary:
- Maximum force: 0.01004 Eh/bohr
- Calculated total energy: -1635.581919 Ha
- Kohn-Sham gap: 8.66 eV

# 2
Below is a structure of composition C23H29AsBBrCrF4NO7SSb2 in a non-equilibrium geometry, with properties calculated with the ωB97M-V functional and the def2-TZVPD basis.

```
! RIJCOSX wB97M-V def2-TZVPD def2/J DEFGRID3
* xyz 0 4
Cr 0.9618 0.7223 -0.8776
C -5.1876 -0.3184 -0.6170
Sb -3.1864 -0.6743 -1.2975
C -3.7715 -1.0611 -3.3164
C -3.1126 -2.7570 -0.7076
C -3.1255 -2.8919 0.7806
C -4.3506 -2.8698 1.4520
C -4.4384 -2.9756 2.8276
C -3.2791 -3.1250 3.5782
C -2.0609 -3.1690 2.9257
C -1.9603 -3.0440 1.5390
C -0.6004 -3.1427 0.9263
Sb 0.6097 -1.3717 0.7851
C 2.4698 -2.3455 0.9161
C 0.4115 -0.7592 2.8163
H -5.8201 -1.1604 -0.8944
H -5.5589 0.5787 -1.1107
H -5.2283 -0.1681 0.4587
H -4.8322 -1.3113 -3.3289
H -3.1852 -1.8900 -3.7032
H -3.5885 -0.1958 -3.9489
H -2.2309 -3.1834 -1.1817
H -3.9976 -3.2192 -1.1471
H -5.2577 -2.7842 0.8673
H -5.4062 -2.9604 3.3098
H -3.3240 -3.2267 4.6533
H -1.1554 -3.3140 3.5030
H -0.5952 -3.6173 -0.0518
H 0.0418 -3.7268 1.5870
H 2.3944 -3.1320 1.6685
H 3.2222 -1.6129 1.2030
H 2.7319 -2.7560 -0.0570
H 0.8399 -1.5459 3.4378
H -0.6379 -0.6367 3.0824
H 0.9550 0.1705 2.9769
O -2.5655 5.4023 1.0906
C -1.9572 4.2901 0.6443
C -1.6291 3.2126 1.4662
C -0.9796 2.1466 0.8970
N -0.6543 2.0707 -0.4045
C -1.0121 3.0956 -1.1749
Br -0.6500 2.9737 -3.0124
C -1.6563 4.2235 -0.7084
H -2.6977 5.3564 2.0447
H -1.8594 3.2066 2.5222
H -0.6952 1.3013 1.5080
H -1.9160 5.0316 -1.3741
O 3.4696 1.0661 -3.3885
As 3.9556 0.1238 -1.9936
O 4.9326 -1.1024 -2.4012
O 2.5264 -0.3016 -1.1469
C 4.8597 1.3700 -0.8199
C 6.2331 1.1795 -0.7712
C 7.0294 1.9648 0.0565
C 6.4608 2.9440 0.8464
C 5.0855 3.1447 0.8219
C 4.2991 2.3573 -0.0017
S 2.5644 2.6520 0.0476
O 2.3196 3.9215 0.6476
O 2.0758 2.4559 -1.3468
O 1.9147 1.4965 0.7702
H 3.4693 0.4466 -4.1332
H 6.6669 0.3992 -1.3855
H 8.0988 1.8050 0.0788
H 7.0823 3.5577 1.4846
H 4.6214 3.9105 1.4252
F 0.4191 -2.2163 -2.0554
B 0.3994 -1.3309 -3.1215
F 1.5935 -1.2067 -3.7566
F -0.6639 -1.5192 -3.9543
F 0.1128 0.0460 -2.4560
*
```

Summary:
- Maximum force: 0.02145 Eh/bohr
- Expectation value of S²: 3.797
- Calculated total energy: -8632.829008 Ha
- Kohn-Sham gap (alpha / beta): 7.22 / 8.07 eV

# 3
Below is a structure of composition C23H29AsHfNO13P2S2Te in a non-equilibrium geometry, with properties calculated with the ωB97M-V functional and the def2-TZVPD basis.

```
! RIJCOSX wB97M-V def2-TZVPD def2/J DEFGRID3
* xyz -1 1
Hf 0.1440 0.2802 -0.1079
O -2.5089 -3.3698 0.1373
As -2.3181 -1.4858 0.0960
O -2.9841 -1.1218 1.5144
O -0.6148 -1.5888 -0.0161
C -3.4294 -1.3011 -1.5350
C -3.9799 -2.4342 -2.1192
C -4.6618 -2.3247 -3.3197
C -4.7954 -1.0918 -3.9390
C -4.2826 0.0404 -3.3316
C -3.5942 -0.0699 -2.1361
S -2.8341 1.4610 -1.4102
O -0.7306 -0.8884 -2.4276
O -2.1117 2.0423 -2.5344
O -1.8416 0.7195 -0.4521
H -2.2898 -3.6285 1.0374
H -3.8665 -3.3969 -1.6431
H -5.0655 -3.2108 -3.7890
H -5.2915 -1.0190 -4.8967
H -4.3721 1.0118 -3.7964
N 2.2588 -3.6217 -2.3053
C 1.6390 -2.6789 -1.3787
C 1.5562 -3.2613 0.0209
P 2.7448 -1.1715 -1.3732
O 2.6100 -0.6318 -2.8718
O 4.1177 -1.6242 -1.1298
O 2.0605 -0.1956 -0.4196
P 0.0353 -2.2684 -2.2396
O -1.0286 -3.4001 -2.0849
O 0.4514 -2.4763 -3.7510
O 0.2090 0.1959 -2.1662
H 3.2622 -3.4487 -2.2855
H 1.2443 -3.0317 -3.8260
H 2.0862 -4.5785 -2.0136
H 2.5478 -3.6421 0.2715
H 0.8245 -4.0698 0.0821
H 1.3102 -2.5107 0.7713
H 1.7819 -0.1275 -2.9835
H -1.5146 -3.4802 -1.2247
C -1.8824 3.0892 3.0429
C -1.5671 1.6392 2.8255
C -1.7990 0.6764 3.9358
O -1.1229 1.2757 1.7462
H -1.7384 3.3776 4.0804
H -2.9216 3.2609 2.7625
H -1.2516 3.6887 2.3888
H -2.2228 1.1389 4.8224
H -0.8334 0.2177 4.1567
H -2.4397 -0.1216 3.5588
Te 1.3803 2.6491 0.4200
C 0.8891 4.6988 -0.1094
C 0.3945 5.5724 0.8524
C 0.1597 6.9062 0.5681
C 0.4387 7.4064 -0.6934
C 0.9555 6.5549 -1.6570
C 1.1681 5.2173 -1.3683
H 0.2143 5.1986 1.8509
H -0.2387 7.5572 1.3364
H 0.2531 8.4478 -0.9224
H 1.1969 6.9382 -2.6406
H 1.5719 4.5598 -2.1256
S 1.0429 -0.2326 2.2865
C 2.4733 -1.1646 2.6970
C 2.4261 -2.0242 3.7984
C 3.5366 -2.7616 4.1632
C 4.7089 -2.6784 3.4247
C 4.7678 -1.8111 2.3451
C 3.6733 -1.0440 1.9970
H 1.5048 -2.0922 4.3608
H 3.4973 -3.4031 5.0356
H 5.5747 -3.2695 3.6955
H 5.6760 -1.7158 1.7669
H 3.7458 -0.3532 1.1746
*
```

Summary:
- Maximum force: 0.07294 Eh/bohr
- Calculated total energy: -5957.944871 Ha
- Kohn-Sham gap: 6.62 eV

# 4
Below is a structure of composition C23H29BN8Os, with properties calculated with the ωB97M-V functional and the def2-TZVPD basis.

```
! RIJCOSX wB97M-V def2-TZVPD def2/J DEFGRID3
* xyz 2 5
Os -0.4256 0.5732 -0.6826
C 2.5013 -1.1530 -0.4430
N 1.1552 -1.6723 -0.7653
C 1.2145 -2.4383 -2.0186
C 0.5980 -2.3975 0.3232
C 0.4123 -3.7622 0.3401
C -0.0186 -4.3935 1.5053
C -0.2546 -3.6623 2.6810
C -0.1147 -2.3033 2.6832
C 0.2540 -1.6231 1.4836
N 0.1906 -0.2993 1.3289
C -0.2081 0.5870 2.3639
C 0.4664 0.7714 3.5598
C 0.0082 1.7323 4.4544
C -1.1204 2.4893 4.1568
C -1.8058 2.3036 2.9572
C -1.3385 1.3698 2.0546
N -1.9769 1.0627 0.7715
C -2.9777 -0.0269 0.9867
C -2.6839 2.2329 0.1790
H 3.2095 -1.9764 -0.3157
H 2.4727 -0.5641 0.4705
H 2.8449 -0.5304 -1.2693
H 1.8976 -3.2876 -1.9323
H 1.6105 -1.7946 -2.8002
H 0.2278 -2.7905 -2.3065
H 0.6158 -4.3601 -0.5351
H -0.1478 -5.4674 1.5071
H -0.5684 -4.1766 3.5790
H -0.3478 -1.7285 3.5677
H 1.3517 0.1858 3.7753
H 0.5335 1.8902 5.3866
H -1.4791 3.2262 4.8623
H -2.6887 2.8938 2.7534
H -3.7238 0.3132 1.7060
H -2.4777 -0.9087 1.3824
H -3.4550 -0.2682 0.0415
H -3.5479 2.5115 0.7825
H -3.0401 1.9567 -0.8126
H -2.0018 3.0790 0.1097
N 2.6101 3.4348 -0.7074
C 2.2011 3.8412 0.5436
C 1.1304 3.0709 0.8660
N 0.8858 2.1902 -0.1694
C 1.7979 2.4507 -1.1053
C 1.7068 1.7045 -2.3423
N 0.7572 0.7773 -2.4021
C 0.7504 0.2859 -3.6907
C 1.7221 0.9237 -4.3940
N 2.3211 1.8114 -3.5263
H 3.3862 3.8245 -1.2191
H 2.6954 4.6353 1.0754
H 0.5290 3.1157 1.7556
H 0.0564 -0.4668 -4.0335
H 2.0405 0.8206 -5.4168
H 3.0662 2.4454 -3.7700
B -2.2687 -2.4487 -3.6067
C -1.9841 -1.3433 -2.5534
N -1.6909 -0.5861 -1.7176
H -3.3494 -2.2920 -4.0996
H -2.1703 -3.4657 -2.9548
H -1.3551 -2.3235 -4.4035
*
```

Summary:
- Maximum force: 0.01251 Eh/bohr
- Expectation value of S²: 6.044
- Calculated total energy: -1446.835600 Ha
- Kohn-Sham gap (alpha / beta): 7.75 / 6.36 eV

# 5
Below is a cluster of 14 separate species, C23H29Cl39O4Si in total in a non-equilibrium geometry, with properties calculated with the ωB97M-V functional and the def2-TZVPD basis.

```
! RIJCOSX wB97M-V def2-TZVPD def2/J DEFGRID3
* xyz 0 1
C 2.9851 2.3043 2.7427
C 1.8200 3.2654 2.1053
C 1.3484 3.3383 0.6897
C 1.8217 2.4650 -0.6273
C 1.4410 0.8833 -0.2934
O 2.0589 -0.0853 -1.2128
Si 2.5580 -1.5621 -0.3508
C 1.3028 -2.0462 1.0799
C 4.2937 -1.3162 0.5182
C 2.5816 -3.1350 -1.5269
C 0.2257 4.5302 0.8193
O -0.2179 5.1890 -0.2739
O -0.1705 4.6537 2.2368
C 1.0061 4.3203 3.0628
O 1.2562 4.7658 4.2984
H 3.5759 2.7950 3.6501
H 2.5177 1.2643 3.0914
H 3.7600 2.0092 1.8853
H 1.1343 2.7999 -1.5276
H 2.9380 2.6265 -0.9392
H 1.8715 0.6681 0.7757
H 0.2582 0.7548 -0.3178
H 0.9514 -1.0937 1.6831
H 1.9393 -2.6968 1.8319
H 0.4237 -2.6838 0.6400
H 4.3931 -0.2901 1.0732
H 4.3460 -2.1536 1.3572
H 5.2015 -1.5303 -0.2106
H 1.6879 -2.9690 -2.2718
H 2.2886 -4.0513 -0.8241
H 3.6201 -3.3029 -2.0410
C -1.8391 -4.9585 2.3856
Cl -0.2540 -4.4521 2.9944
Cl -2.3426 -3.9321 1.0319
Cl -1.8022 -6.6608 1.8955
H -2.5689 -4.8480 3.1917
C -3.4388 5.7947 -0.1533
Cl -3.7999 5.3865 -1.8393
Cl -3.6011 7.5389 0.1129
Cl -4.4998 4.8963 0.9452
H -2.4048 5.5090 0.0562
C -4.4543 -9.5520 3.0742
Cl -2.9063 -10.0744 3.7600
Cl -5.0419 -8.0988 3.9003
Cl -4.2962 -9.2576 1.3342
H -5.1843 -10.3518 3.2232
C 0.6317 -7.8538 4.6993
Cl -0.4240 -6.7574 5.6063
Cl 2.3341 -7.5104 5.0503
Cl 0.2469 -9.5417 5.0767
H 0.4606 -7.6920 3.6319
C 4.1992 1.3120 -4.1210
Cl 5.3547 0.6603 -2.9463
Cl 3.5316 2.8504 -3.5491
Cl 4.9700 1.5180 -5.7030
H 3.3780 0.5987 -4.2282
C -6.4690 2.7270 4.0987
Cl -6.4812 3.6396 2.5799
Cl -8.1088 2.5918 4.7563
Cl -5.7626 1.1207 3.8535
H -5.8519 3.2681 4.8205
C 6.4980 3.7857 -0.7865
Cl 6.4859 4.6983 -2.3052
Cl 4.8583 3.6505 -0.1288
Cl 7.2044 2.1793 -1.0317
H 7.1152 4.3267 -0.0646
C 4.8712 5.7346 -5.8842
Cl 6.3922 5.7610 -4.9756
Cl 3.6327 6.6899 -5.0517
Cl 5.1201 6.3387 -7.5312
H 4.5247 4.6998 -5.9455
C 3.2278 10.1685 -6.8575
Cl 4.7924 10.3367 -7.6720
Cl 2.7809 11.6812 -6.0503
Cl 1.9740 9.6857 -8.0127
H 3.3168 9.3866 -6.0990
C -5.8902 -10.1001 -2.4601
Cl -4.8701 -8.9254 -1.6121
Cl -6.4252 -11.3743 -1.3512
Cl -7.2838 -9.2940 -3.2001
H -5.2973 -10.5611 -3.2542
C -5.9472 -5.0010 -1.7568
Cl -4.7917 -5.6526 -0.5822
Cl -6.6148 -3.4625 -1.1850
Cl -5.1764 -4.7950 -3.3389
H -6.7684 -5.7142 -1.8641
C -7.4041 -5.2639 5.5895
Cl -8.4814 -3.8978 5.9257
Cl -8.3099 -6.6096 4.8767
Cl -6.0839 -4.7658 4.5179
H -6.9717 -5.6020 6.5346
C 3.0113 8.9193 -1.7442
Cl 2.9992 9.8319 -3.2630
Cl 1.3716 8.7841 -1.0866
Cl 3.7177 7.3130 -1.9895
H 3.6285 9.4604 -1.0224
*
```

Summary:
- Maximum force: 0.18495 Eh/bohr
- Calculated total energy: -19431.480811 Ha
- Kohn-Sham gap: 8.65 eV

# 6
Below is an isolated molecule of C23H29F2N3O, with properties calculated with the ωB97M-V functional and the def2-TZVPD basis.

```
! RIJCOSX wB97M-V def2-TZVPD def2/J DEFGRID3
* xyz 0 1
C 0.7904 1.4806 5.8287
O 1.1460 1.3785 4.4741
C 2.4406 1.6592 4.1111
C 3.4376 1.9743 5.0177
C 4.7187 2.2895 4.5867
C 5.0062 2.2852 3.2388
C 4.0208 1.9536 2.3237
C 2.7276 1.6322 2.7260
N 1.7047 1.3683 1.8160
C 1.0009 0.1058 1.9068
C -0.3660 0.2384 1.2409
N -0.1752 0.5922 -0.1528
C -1.3440 0.4871 -1.0088
C -2.6206 1.1812 -0.5122
C -3.7067 1.0130 -1.5684
C -3.9205 -0.4651 -1.8804
N -2.6787 -1.0563 -2.3421
C -2.8489 -2.4128 -2.8254
C -1.6584 -2.8573 -3.6308
C -0.9973 -1.9404 -4.4390
C 0.0830 -2.3556 -5.1919
F 0.7212 -1.4600 -5.9695
C 0.5353 -3.6635 -5.1821
C -0.1440 -4.5541 -4.3723
F 0.2661 -5.8366 -4.3343
C -1.2253 -4.1756 -3.5972
C -1.6657 -0.9819 -1.3044
C 0.5033 1.8703 -0.2230
C 1.8795 1.7532 0.4347
H 1.3265 0.7517 6.4466
H 0.9690 2.4878 6.2194
H -0.2769 1.2650 5.8681
H 3.2266 1.9952 6.0753
H 5.4776 2.5397 5.3122
H 5.9986 2.5290 2.8904
H 4.2701 1.9342 1.2747
H 0.8757 -0.1663 2.9523
H 1.5694 -0.6870 1.3925
H -0.8896 -0.7157 1.3057
H -0.9426 1.0037 1.7868
H -1.0640 0.9409 -1.9667
H -2.4305 2.2405 -0.3306
H -2.9480 0.7253 0.4245
H -4.6456 1.4502 -1.2237
H -3.4053 1.5247 -2.4838
H -4.6674 -0.5682 -2.6721
H -4.3032 -0.9799 -0.9791
H -3.0339 -3.1300 -2.0054
H -3.7273 -2.4283 -3.4806
H -1.3230 -0.9138 -4.4634
H 1.3784 -3.9734 -5.7767
H -1.7171 -4.9102 -2.9790
H -0.7599 -1.4797 -1.6551
H -2.0065 -1.4928 -0.3864
H 0.6300 2.1495 -1.2713
H -0.0616 2.6680 0.2900
H 2.3769 2.7238 0.3910
H 2.4731 1.0129 -0.1263
*
```

Summary:
- Maximum force: 0.01095 Eh/bohr
- Calculated total energy: -1333.046485 Ha
- Kohn-Sham gap: 8.43 eV

# 7
Below is a cluster of 3 separate species, C23H29F2O6P in total in a non-equilibrium geometry, with properties calculated with the ωB97M-V functional and the def2-TZVPD basis.

```
! RIJCOSX wB97M-V def2-TZVPD def2/J DEFGRID3
* xyz 0 1
C 1.7572 -2.9537 0.2174
C 3.0957 -2.3020 0.4607
O 4.0113 -2.9361 0.7429
O 3.2150 -0.9554 0.3492
C 2.8640 -0.4778 -0.9612
C 1.5124 0.2733 -1.0215
C 0.9453 0.6450 0.3407
C -0.5373 1.1154 0.3654
C -1.2840 1.1509 -0.9876
C -1.9660 -0.1896 -1.2563
P -3.7734 -0.1059 -0.7437
C -3.8542 -0.1387 1.1000
O -4.5277 -1.5082 -1.1867
C -1.9423 -0.4664 -2.7545
O -2.1500 -1.8858 -2.8147
C -1.5893 -2.3670 -1.6600
O -1.4954 -3.4934 -1.4689
O -1.2246 -1.3695 -0.8369
H 1.4713 -2.9431 -0.8309
H 1.8166 -3.9905 0.5079
H 0.9683 -2.4855 0.8030
H 3.6723 0.1213 -1.3602
H 2.7790 -1.3425 -1.6156
H 0.8394 -0.2908 -1.6572
H 1.7071 1.2026 -1.5461
H 1.0665 -0.1426 1.0736
H 1.5521 1.4681 0.7132
H -0.6172 2.0764 0.8657
H -1.0770 0.4135 0.9917
H -0.6884 1.5066 -1.8219
H -2.0963 1.8689 -0.8704
H -2.9886 0.2763 1.6032
H -4.7191 0.4259 1.4280
H -4.0525 -1.1630 1.4145
H -4.3183 -2.2253 -0.5669
H -2.6326 0.1441 -3.3154
H -0.9003 -0.3789 -3.0623
F 2.7345 2.3131 -3.3079
C 3.2496 3.5531 -3.1719
C 3.8508 3.9011 -1.9793
C 4.3835 5.1744 -1.8417
C 4.2997 6.0807 -2.8900
C 3.6871 5.7126 -4.0801
C 3.1610 4.4375 -4.2272
H 3.8995 3.1818 -1.1712
H 4.8641 5.4593 -0.9154
H 4.7129 7.0746 -2.7786
H 3.6182 6.4196 -4.8961
H 2.6868 4.1285 -5.1495
F -4.5621 -1.1494 4.2536
C -3.5307 -1.9928 4.4518
C -3.7468 -3.3542 4.3710
C -2.6805 -4.2193 4.5694
C -1.4187 -3.7160 4.8539
C -1.2204 -2.3448 4.9351
C -2.2807 -1.4744 4.7280
H -4.7396 -3.7278 4.1552
H -2.8353 -5.2879 4.5020
H -0.5898 -4.3934 5.0118
H -0.2380 -1.9512 5.1602
H -2.1439 -0.4018 4.7788
*
```

Summary:
- Maximum force: 0.10024 Eh/bohr
- Calculated total energy: -1886.323647 Ha
- Kohn-Sham gap: 9.41 eV